The following is a quantum chemistry calculation of a molecular structure, C28H35BF25O14Sn at a distorted geometry, from OMol25.

Each line ends with the Löwdin charge.
Cartesian coordinates (Å):
1 Sn -14.139 15.570 -11.187  1.667
2 B -16.594 11.508 -7.270  -1.415
3 F -17.846 12.018 -6.989  0.178
4 F -16.536 11.254 -8.589  0.195
5 F -15.707 12.484 -6.908  0.173
6 F -16.309 10.385 -6.557  0.201
7 C -15.897 16.873 -1.572  -0.077
8 C -15.701 17.260 -2.975  -0.258
9 O -15.415 18.614 -2.829  -0.012
10 C -15.254 19.389 -3.977  -0.286
11 O -15.367 18.926 -5.118  0.115
12 C -15.036 20.850 -3.563  -0.504
13 F -15.037 21.001 -2.192  0.133
14 F -13.847 21.269 -3.940  0.193
15 F -16.109 21.505 -4.086  0.156
16 H -16.008 15.788 -1.563  0.087
17 H -16.780 17.282 -1.081  0.090
18 H -15.068 17.097 -0.901  0.091
19 H -16.534 16.947 -3.604  0.138
20 H -14.771 16.858 -3.376  0.134
21 C -14.903 4.752 -0.467  -0.060
22 C -14.308 4.516 -1.849  -0.257
23 O -13.543 3.373 -1.766  0.010
24 C -12.267 3.478 -2.327  -0.230
25 O -11.767 4.467 -2.943  0.096
26 C -11.392 2.185 -2.069  -0.512
27 F -10.344 2.561 -1.248  0.126
28 F -12.143 1.216 -1.549  0.172
29 F -10.844 1.735 -3.190  0.174
30 H -15.750 5.430 -0.368  0.079
31 H -14.176 4.951 0.322  0.080
32 H -15.309 3.803 -0.116  0.075
33 H -13.707 5.367 -2.170  0.117
34 H -15.129 4.444 -2.562  0.130
35 C -22.521 4.835 -5.888  -0.056
36 C -21.715 4.821 -7.163  -0.248
37 O -21.869 3.625 -7.845  0.020
38 C -22.696 3.487 -8.895  -0.301
39 O -23.664 4.228 -9.181  0.119
40 C -22.255 2.439 -9.958  -0.534
41 F -23.045 1.375 -9.756  0.161
42 F -22.431 2.870 -11.236  0.155
43 F -20.999 2.093 -9.730  0.177
44 H -22.101 4.102 -5.200  0.083
45 H -23.578 4.664 -6.096  0.084
46 H -22.489 5.836 -5.458  0.082
47 H -20.657 4.862 -6.903  0.128
48 H -21.908 5.698 -7.781  0.131
49 C -22.429 16.545 -6.985  -0.041
50 C -22.860 16.113 -8.415  -0.204
51 O -22.940 17.185 -9.378  0.036
52 C -21.785 17.597 -9.951  -0.345
53 O -20.688 17.018 -9.905  0.117
54 C -22.000 18.812 -10.807  -0.541
55 F -21.541 18.486 -12.030  0.153
56 F -23.259 19.160 -10.985  0.199
57 F -21.220 19.811 -10.297  0.149
58 H -22.233 15.636 -6.417  0.086
59 H -23.269 17.155 -6.651  0.080
60 H -21.521 17.133 -7.115  0.072
61 H -23.859 15.688 -8.315  0.120
62 H -22.295 15.238 -8.737  0.119
63 C -9.070 12.265 -3.559  -0.058
64 C -9.630 10.871 -3.374  -0.241
65 O -9.261 10.287 -2.140  -0.004
66 C -10.177 10.250 -1.077  -0.271
67 O -11.364 10.576 -1.129  0.131
68 C -9.598 9.818 0.316  -0.498
69 F -9.794 10.796 1.249  0.147
70 F -10.184 8.628 0.654  0.143
71 F -8.293 9.614 0.240  0.170
72 H -7.987 12.351 -3.641  0.080
73 H -9.367 12.783 -2.647  0.080
74 H -9.496 12.780 -4.420  0.076
75 H -9.188 10.242 -4.147  0.121
76 H -10.703 10.732 -3.509  0.123
77 C -20.191 9.730 -13.945  -0.063
78 C -20.937 11.021 -13.919  -0.244
79 O -20.782 11.631 -15.197  0.000
80 C -19.936 12.690 -15.511  -0.306
81 O -19.123 13.091 -14.711  0.130
82 C -20.102 13.270 -16.932  -0.602
83 F -19.488 14.431 -16.991  0.200
84 F -19.603 12.322 -17.742  0.169
85 F -21.355 13.356 -17.260  0.214
86 H -20.466 9.175 -14.842  0.090
87 H -20.304 9.179 -13.011  0.088
88 H -19.139 10.011 -13.980  0.079
89 H -20.643 11.646 -13.075  0.121
90 H -21.983 10.895 -13.640  0.125
91 C -11.326 6.216 -10.848  -0.051
92 C -11.024 7.691 -10.523  -0.186
93 O -9.652 7.970 -10.844  -0.001
94 C -9.089 9.148 -11.230  -0.325
95 O -9.692 10.191 -11.493  0.116
96 C -7.582 8.932 -11.297  -0.512
97 F -7.000 9.707 -12.237  0.159
98 F -7.105 9.174 -10.049  0.150
99 F -7.182 7.674 -11.546  0.162
100 H -12.390 6.000 -10.744  0.078
101 H -10.811 5.598 -10.113  0.083
102 H -11.165 5.970 -11.898  0.082
103 H -11.173 7.866 -9.457  0.128
104 H -11.631 8.392 -11.095  0.117

Output
* gap between HOMO and LUMO: 1.337 eV
* energy: -4876.7091 Ha
* net charge: +1
* 2S+1: 1
* relative energy (zero: lowest compared OMol25 entry of this formula, charge and spin): 1137.4 kJ/mol